Record 1
Below is one molecule with the formula C5H8N2S, with properties calculated with ωB97M-V/def2-TZVPD.

```
16
Properties=species:S:1:pos:R:3:nbo_charge:R:1
H 3.064 -1.124 -0.717 0.21
H -1.522 -0.489 1.659 0.22
H 0.750 -2.490 -0.278 0.21
H -1.480 -1.854 0.584 0.22
H 2.499 1.094 -0.531 0.40
C 2.008 -0.823 -0.605 -0.08
H 0.242 2.605 0.879 0.37
S -2.650 0.039 -0.708 -0.06
C -0.107 -0.386 0.110 -0.16
C 0.469 0.830 -0.090 0.26
C 0.844 -1.460 -0.184 -0.30
N 0.147 2.161 -0.056 -0.84
H -3.646 -0.270 0.133 0.12
H -0.895 2.408 -0.288 0.39
N 1.728 0.511 -0.443 -0.49
C -1.450 -0.750 0.535 -0.49
```

Its SMILES is Nc1[nH]ccc1CS. The HOMO-LUMO gap comes out at 8.7890 eV. As for the HOMO energy: -7.96 eV.

Record 2
Below is one molecule with the formula CHNO3, with properties calculated with ωB97M-V/def2-TZVPD.

```
6
Properties=species:S:1:pos:R:3:nbo_charge:R:1
N 1.705 -0.116 0.037 0.46
O 2.249 0.220 1.014 -0.36
C 0.343 -0.801 0.283 0.50
O 0.025 -1.694 -0.352 -0.40
H -0.234 -0.237 0.899 0.14
O 2.197 -0.083 -1.042 -0.35
```

Its SMILES is O=C[N+](=O)[O-]. The HOMO-LUMO gap comes out at 10.5075 eV. As for the HOMO energy: -11.24 eV.

Record 3
Below is C35H37F5OP2ReTe as an isolated structure, with properties calculated with ωB97M-V/def2-TZVPD.

```
82
Properties=species:S:1:pos:R:3:mulliken_spin:R:1
H -3.603 -5.254 -3.974 0.00
C -0.279 1.595 -4.926 -0.07
Re -1.731 0.549 -4.037 1.48
C -2.132 2.096 -6.538 -0.01
H 1.911 0.436 0.231 0.00
C 3.640 3.930 -3.538 0.00
H 4.874 -4.209 0.094 0.00
C 5.058 -3.241 -0.371 0.00
C -3.554 3.465 -2.330 -0.01
C -4.825 2.896 -2.497 0.14
F -3.570 -0.593 0.894 0.00
H 4.121 0.656 -4.358 0.00
C -1.974 -1.031 -6.403 0.04
P 2.719 -0.319 -1.928 -0.03
H -2.164 -2.437 -0.124 0.00
H -3.803 -0.660 -5.249 0.00
F -1.019 -1.234 1.289 0.01
H -1.964 -2.055 -5.997 -0.01
H 7.196 -3.518 -0.491 0.00
H -4.036 -0.413 -2.033 0.01
H -4.214 -3.858 0.081 0.00
H 0.126 -1.382 -6.613 0.00
H -1.442 3.023 -1.959 0.00
C -2.544 -2.991 -0.979 0.02
H -0.367 0.162 -7.330 0.00
C -1.899 -2.853 -2.231 0.01
H 1.109 -1.067 -0.288 -0.03
C -2.231 -3.729 -3.286 0.07
C -3.939 0.658 -2.197 0.09
H 2.432 4.625 -1.888 0.00
F -2.960 2.024 1.082 0.00
F -0.352 1.331 1.478 0.00
C 4.197 -1.166 -1.302 0.02
C -4.050 -4.608 -1.947 0.01
Te -1.975 0.411 1.127 0.02
H 0.782 -0.295 -4.774 0.00
C 6.584 -1.604 -1.292 0.00
C -2.845 -0.191 -5.487 -0.08
H -6.029 1.096 -2.454 0.00
H -1.641 -3.720 -4.207 0.00
C -2.638 1.240 -2.153 0.15
H -2.432 -1.111 -7.401 0.00
C 2.838 3.756 -2.411 0.00
H -2.103 1.558 -7.489 0.00
C -0.125 0.165 -5.169 0.00
H 5.695 0.239 -2.003 0.00
C 1.504 -0.107 -0.636 0.13
H -2.694 3.018 -6.704 -0.01
H -3.838 1.716 -5.232 0.01
H -5.688 3.551 -2.637 0.00
C 0.805 -2.137 -2.975 -0.17
C 3.984 -2.387 -0.632 0.00
F -2.245 0.281 3.012 0.00
C -0.729 2.493 -6.062 0.05
H 0.460 2.042 -4.264 -0.04
C 3.802 1.521 -3.781 -0.01
H -3.431 4.553 -2.341 0.00
H -0.768 3.515 -5.660 0.00
C 3.057 1.340 -2.600 0.04
H 7.602 -1.296 -1.534 0.00
C 5.513 -0.748 -1.575 0.00
C -3.651 -3.817 -0.857 0.01
H -0.006 2.499 -6.889 0.00
H 1.879 2.361 -1.079 0.00
H 4.749 2.948 -5.103 0.00
H 3.880 4.941 -3.896 0.00
H -4.922 -5.257 -1.856 0.00
C 2.531 2.474 -1.947 -0.01
C 6.360 -2.852 -0.704 0.00
H 0.798 -3.217 -3.209 0.04
O -1.603 0.440 -0.735 0.10
C -5.017 1.509 -2.394 -0.01
C -3.321 -4.594 -3.145 0.00
P -0.780 -1.471 -2.517 0.45
C 4.122 2.812 -4.221 0.00
C 1.972 -1.401 -3.135 0.51
C -2.446 2.650 -2.130 0.08
H 2.972 -2.672 -0.332 0.00
C -0.536 -0.510 -6.473 0.03
H 0.655 0.442 -1.063 -0.05
H 2.631 -1.615 -3.990 -0.03
C -2.870 1.277 -5.486 0.05
```

The HOMO-LUMO gap (alpha / beta) comes out at 6.3081 / 5.7596 eV. As for the HOMO energy (alpha / beta): -13.47 / -14.23 eV. The spin multiplicity is 4. Its total charge is +2.

Record 4
Below is one molecule with the formula C3H6N2, with properties calculated with ωB97M-V/def2-TZVPD.

```
11
Properties=species:S:1:pos:R:3:nbo_charge:R:1
H -1.623 -0.423 0.191 0.19
N -0.027 -0.870 -0.989 -0.46
H 1.906 -0.218 1.383 0.20
H 0.440 1.852 0.236 0.21
C 0.018 0.822 0.561 -0.50
N 0.857 -1.273 -0.188 -0.19
H -0.309 1.018 1.626 0.24
H 0.112 -1.456 -1.861 0.41
H -1.416 0.731 -1.273 0.22
C 0.970 -0.289 0.703 -0.09
C -0.927 0.106 -0.388 -0.23
```

Its SMILES is C1=NNCC1. The HOMO-LUMO gap comes out at 8.6488 eV. As for the HOMO energy: -7.52 eV.

Record 5
Below is a 2-piece molecular cluster, C5H12NO2 overall, with properties calculated with ωB97M-V/def2-TZVPD.

```
20
Properties=species:S:1:pos:R:3:mulliken_spin:R:1
C -1.009 -0.454 -1.984 -0.01
H -0.056 -0.126 -2.358 0.00
H -1.660 -1.510 -0.211 -0.01
C 1.408 0.460 -0.312 0.10
C 0.083 -0.184 0.422 -0.05
H -1.768 0.300 -1.824 0.00
N 0.116 -1.353 0.909 0.45
H -0.386 2.010 -0.287 0.00
O 1.011 1.499 -0.994 0.37
H 2.037 -0.356 3.053 0.00
H -0.446 1.129 2.058 0.00
H 2.745 -0.199 3.235 0.00
H -0.174 -2.119 -0.900 0.00
H -1.373 -1.238 -2.632 0.00
H 1.853 -0.314 -0.957 0.01
H -1.712 0.244 1.373 0.00
C -0.705 -1.205 -0.636 0.02
H 2.026 0.664 0.580 0.00
C -0.860 0.804 1.101 0.07
O -1.129 1.945 0.365 0.04
```

The HOMO-LUMO gap (alpha / beta) comes out at 8.5405 / 7.2271 eV. As for the HOMO energy (alpha / beta): -8.90 / -9.01 eV. The spin multiplicity is 2.

Record 6
Below is C20H33IrN2OP3 as an isolated structure, with properties calculated with ωB97M-V/def2-TZVPD.

```
60
Properties=species:S:1:pos:R:3:mulliken_spin:R:1
C -0.134 -2.858 2.616 0.00
P -1.179 -1.748 1.646 0.23
H 6.042 3.164 -2.249 0.01
H 0.623 -2.283 3.151 0.01
H -3.788 -2.844 -2.249 0.00
C 2.964 3.302 -0.635 0.15
H 3.126 1.944 2.682 0.01
C 2.892 2.017 -0.202 0.08
C -2.292 -4.095 0.194 0.07
C -1.081 -5.629 -2.007 0.04
C -0.424 4.539 2.677 0.01
C -2.045 -0.713 2.845 0.00
H -0.762 -3.361 3.355 0.01
H -2.289 5.404 2.074 0.00
H -0.328 5.166 3.553 0.00
H -1.825 -6.412 -1.804 0.04
C -1.542 4.652 1.859 0.00
H -0.841 -5.646 -3.071 0.00
H -2.552 -1.357 3.568 0.00
H -2.613 1.043 -2.867 0.00
P -1.822 -4.063 -1.560 0.72
C 0.572 3.619 2.380 -0.01
C -1.694 3.824 0.751 0.01
N -1.746 1.028 -3.378 0.01
H -2.575 3.913 0.129 0.00
H -3.031 -3.131 1.923 0.00
H -1.576 -4.743 0.703 0.00
H -1.332 -0.089 3.385 0.00
H -3.899 -4.602 -2.546 0.03
H -2.936 -3.580 -3.631 0.00
H 4.230 4.779 -1.615 0.00
H -3.265 -2.152 0.493 0.00
H 5.943 0.840 -1.402 0.00
H -3.242 -4.646 0.155 0.03
N 0.450 0.370 -3.577 0.01
H 3.106 0.208 2.330 0.01
H 1.784 0.934 3.266 0.01
H 1.192 -0.239 -3.283 0.00
H -0.801 2.289 -0.451 -0.01
C 5.132 1.533 -1.218 0.02
C -0.699 0.379 -2.892 0.00
C -2.549 -2.804 0.996 0.02
H 3.910 0.072 -0.216 0.02
C 5.201 2.824 -1.659 0.15
H -0.184 -5.836 -1.424 0.00
C 2.482 1.095 2.444 0.01
C -0.705 2.905 0.443 0.07
C 3.977 1.112 -0.522 0.23
C 0.433 2.799 1.258 -0.07
H -1.734 1.479 -4.281 0.00
P 1.552 1.452 0.933 0.28
H 2.181 4.017 -0.408 0.03
H -2.783 -0.076 2.358 0.00
O -0.813 -0.253 -1.783 0.06
H 0.528 0.784 -4.493 0.00
C -3.245 -3.723 -2.594 0.05
H 0.370 -3.604 2.002 0.00
Ir 0.059 -0.292 0.169 2.35
H 1.439 3.560 3.025 0.00
C 4.133 3.732 -1.345 0.28
```

The HOMO-LUMO gap (alpha / beta) comes out at 8.1931 / 4.6756 eV. As for the HOMO energy (alpha / beta): -19.64 / -19.75 eV. The spin multiplicity is 6. Its total charge is +4.

Record 7
Below is a 2-piece molecular cluster, CH6S4 overall, with properties calculated with ωB97M-V/def2-TZVPD.

```
11
Properties=species:S:1:pos:R:3:nbo_charge:R:1
H 0.333 -2.230 -2.712 0.13
S -0.723 -2.050 -1.940 -0.14
S 1.267 1.594 1.643 0.07
H 0.091 -0.326 2.244 0.22
H 1.668 -0.803 1.513 0.23
H 0.318 -0.325 0.490 0.22
H -0.337 3.171 2.826 0.14
H -0.915 -0.388 -4.035 0.14
S -1.863 -0.901 -3.247 -0.13
C 0.805 -0.149 1.449 -0.75
S -0.643 2.407 1.769 -0.15
```

Its SMILES is CSS.SS. The HOMO-LUMO gap comes out at 8.5808 eV. As for the HOMO energy: -8.40 eV.

Record 8
Below is one molecule with the formula CH4NP, with properties calculated with ωB97M-V/def2-TZVPD.

```
7
Properties=species:S:1:pos:R:3:nbo_charge:R:1
C -0.946 0.190 0.041 -0.45
H 2.614 -1.051 -0.151 -0.09
P 1.722 0.151 0.081 0.75
H -1.525 -0.458 -0.636 0.22
H -1.425 0.339 0.966 0.22
N 0.296 -0.462 -0.044 -0.83
H -0.736 1.291 -0.257 0.17
```

Its SMILES is [H]/P=N/C. The HOMO-LUMO gap comes out at 8.5235 eV. As for the HOMO energy: -8.74 eV.

Ordered E_tot results: -19128.88103, -8681.67135, -80509.77704, -6185.56078, -10957.48341, -56966.47716, -44474.65183, -11878.64165; unit eV.